C31H41CaGeIN5PSe3 as an isolated structure at a distorted geometry, computed with ωB97M-V/def2-TZVPD.

Atoms and positions in Å:
1 Ca 1.130295 -1.227904 0.593729
2 Se -1.332834 0.831675 3.409654
3 P 0.425546 1.973369 2.974000
4 Se 1.695669 1.431250 1.295418
5 C -0.080452 3.714927 2.768212
6 C -0.708644 4.341002 3.851967
7 C -1.097619 5.671598 3.768835
8 C -0.874357 6.392112 2.596573
9 C -0.265692 5.773123 1.510835
10 C 0.136736 4.433009 1.594823
11 C 1.515825 2.059748 4.449558
12 C 2.544775 3.012680 4.490648
13 C 3.425400 3.053454 5.565565
14 C 3.296998 2.138213 6.607872
15 C 2.285166 1.191285 6.572257
16 C 1.393260 1.154042 5.496129
17 H -0.895296 3.775467 4.761718
18 H -1.574380 6.150274 4.619309
19 H -1.176027 7.435383 2.533655
20 H -0.091294 6.331665 0.595613
21 H 0.624864 3.949334 0.757952
22 H 2.661786 3.715309 3.672683
23 H 4.215772 3.797316 5.590749
24 H 3.987513 2.166594 7.444426
25 H 2.179795 0.479991 7.387046
26 H 0.586278 0.432170 5.470704
27 I 3.748637 -2.625697 1.684983
28 C 4.194856 -3.297651 -0.260020
29 C 5.158616 -4.258340 -0.327563
30 C 5.590487 -4.712479 -1.601831
31 C 5.063526 -4.161348 -2.731160
32 C 4.054569 -3.158062 -2.656638
33 C 3.521626 -2.584618 -3.847257
34 C 2.536424 -1.649980 -3.772628
35 C 2.015295 -1.267091 -2.501101
36 C 2.465688 -1.756993 -1.289314
37 C 3.548146 -2.711989 -1.396562
38 H 5.603014 -4.663821 0.573661
39 H 6.349595 -5.485441 -1.662895
40 H 5.409171 -4.479582 -3.713508
41 H 3.921203 -2.904776 -4.807062
42 H 2.142566 -1.205084 -4.681688
43 H 1.208910 -0.534024 -2.511028
44 C -2.554634 -3.411755 -2.168886
45 N -2.512706 -3.721866 -0.738002
46 C -3.182903 -4.932605 -0.251985
47 C -1.646802 -3.045600 0.057731
48 N -0.711428 -2.240212 -0.333496
49 N -1.878595 -3.276469 1.417008
50 C -1.119565 -2.797785 2.500734
51 N -1.821793 -2.838504 3.672711
52 N 0.113871 -2.448417 2.379831
53 H -3.516972 -3.725733 -2.561841
54 H -1.765556 -3.921908 -2.726682
55 H -2.464925 -2.340638 -2.332019
56 H -3.476913 -5.531212 -1.105088
57 H -4.091565 -4.714271 0.318563
58 H -2.520353 -5.539787 0.362012
59 H -0.608243 -2.239314 -1.348634
60 H -2.771561 -3.661805 1.647270
61 H -2.819697 -2.739614 3.607154
62 H -1.421638 -2.257988 4.393921
63 H 0.476173 -2.133604 3.275693
64 C -3.963559 0.820725 -4.098220
65 Ge -2.322353 1.785671 -4.447184
66 C -2.722526 3.386214 -5.447982
67 C -1.065085 0.659072 -5.395632
68 C -1.472046 2.245130 -2.764783
69 Se -1.343854 0.685195 -1.607829
70 C -2.625689 1.254085 -0.262867
71 H -4.221275 0.184640 -4.955413
72 H -4.791924 1.519881 -3.921990
73 H -3.835127 0.187343 -3.212604
74 H -3.183157 3.123187 -6.409598
75 H -1.809971 3.962917 -5.643767
76 H -3.423431 4.014151 -4.885003
77 H -1.558928 0.100758 -6.199406
78 H -0.616491 -0.059010 -4.696219
79 H -0.262798 1.266547 -5.831960
80 H -2.011922 3.021904 -2.219858
81 H -0.455938 2.599189 -2.932763
82 H -3.596974 1.426908 -0.723227
83 H -2.267189 2.150094 0.232558
84 H -2.695366 0.464376 0.479430

Cartesian forces (eV/Å) of the 6 atoms listed first:
-0.1 0.5 0.5
0.0 -0.3 0.0
0.1 0.1 0.1
0.1 0.5 0.3
0.0 0.3 0.0
0.0 0.1 -0.1

For the HOMO energy, the calculation gives -7.4 eV. The total charge is 0. The calculation puts the molecular weight at 991.2 g mol⁻¹. The value obtained for the orbital gap is 7.340 eV. Its LUMO energy is -0.001 Ha. The total energy comes out at -12077.6600 a.u.


C31H41ClCuN8OSi3 as an isolated structure, computed with ωB97M-V/def2-TZVPD.

Atoms and positions in Å:
1 Cu 0.145490 0.394190 -0.066551
2 Cl 4.776238 0.344491 5.634913
3 C 3.482232 0.279902 4.472604
4 C 2.152037 0.212307 4.918242
5 C 1.120897 0.149999 4.023428
6 C 1.342313 0.141530 2.615399
7 O 0.339724 0.034858 1.823937
8 C 2.696378 0.231057 2.191711
9 C 3.059761 0.278522 0.815704
10 N 2.240290 0.261102 -0.179285
11 C 2.746396 0.287149 -1.490617
12 C 4.039545 0.047214 -1.883243
13 C 4.420494 0.201498 -3.231271
14 C 3.518893 0.600518 -4.175658
15 C 2.169483 0.816151 -3.811132
16 C 1.175071 1.243088 -4.720966
17 C -0.101883 1.416927 -4.281487
18 C -0.404331 1.113401 -2.940309
19 N 0.483263 0.706128 -2.071230
20 C 1.780890 0.606824 -2.476774
21 C 3.745272 0.296631 3.135858
22 H 1.950079 0.214912 5.980536
23 H 0.101264 0.104876 4.368861
24 H 4.132630 0.346815 0.623915
25 H 4.784147 -0.267558 -1.166237
26 H 5.446776 0.008063 -3.510578
27 H 3.816766 0.745624 -5.205477
28 H 1.445439 1.430879 -5.752731
29 H -0.891922 1.751423 -4.937348
30 H -1.414603 1.175866 -2.581309
31 H 4.767512 0.356838 2.785347
32 C -4.535544 -1.279167 -1.453128
33 Si -2.697899 -1.359671 -1.006241
34 C -1.814871 -1.568398 -2.666664
35 C -2.503690 -3.059883 -0.206586
36 C -2.131183 0.059233 0.060025
37 Si -2.499211 -0.256920 1.890492
38 C -4.329145 -0.711617 2.149847
39 C -2.330860 1.306420 2.944433
40 C -1.654828 -1.727150 2.733725
41 Si -2.848890 1.678222 -0.434931
42 C -3.471394 1.873139 -2.234338
43 C -4.369013 2.394495 0.431854
44 C -1.511524 3.035938 -0.163047
45 C -1.790595 4.402506 -0.217114
46 C -0.790230 5.327508 0.017571
47 C 0.487823 4.873483 0.305295
48 C 0.699665 3.508070 0.336170
49 N -0.265577 2.620217 0.111619
50 H -4.826195 -2.176687 -2.003535
51 H -4.778457 -0.423230 -2.080180
52 H -5.156257 -1.222225 -0.560568
53 H -2.111360 -2.533102 -3.084333
54 H -0.728647 -1.578948 -2.565278
55 H -2.089502 -0.811781 -3.402311
56 H -2.690340 -3.819737 -0.970194
57 H -3.216203 -3.224003 0.598971
58 H -1.508639 -3.209514 0.201728
59 H -5.019227 0.044693 1.783712
60 H -4.518530 -0.836977 3.218533
61 H -4.583316 -1.656633 1.669890
62 H -3.189212 1.962793 2.798485
63 H -1.428086 1.870453 2.732423
64 H -2.329068 1.039901 4.003218
65 H -2.329208 -2.581205 2.785077
66 H -1.399657 -1.454793 3.758513
67 H -0.735253 -2.038219 2.248738
68 H -4.561243 1.848924 -2.214724
69 H -3.164016 1.117029 -2.952444
70 H -3.178426 2.851337 -2.624222
71 H -5.205694 1.699730 0.362398
72 H -4.665999 3.296928 -0.108207
73 H -4.231232 2.661428 1.476887
74 H -2.796699 4.733875 -0.436522
75 H -1.000739 6.388082 -0.018454
76 H 1.300078 5.558271 0.501169
77 H 1.680340 3.100583 0.554894
78 N -0.043834 -5.682536 -0.800400
79 N 0.582017 -4.509768 -0.404700
80 N 1.060142 -4.342532 0.801261
81 C 1.577007 -3.120777 0.693729
82 N 1.402340 -2.600622 -0.521624
83 N 0.759877 -3.515789 -1.218333
84 H -0.413140 -6.099423 0.049364
85 H -0.811604 -5.405934 -1.406606
86 H 2.060108 -2.610742 1.506712

Cartesian forces (eV/Å) of the 6 atoms listed first:
-0.6 -0.2 0.1
0.0 0.0 0.0
0.0 0.0 -0.1
0.0 0.0 0.0
0.1 0.0 0.0
-0.1 -0.1 0.0

For the HOMO energy (alpha / beta), the calculation gives -7.6 / -7.6 eV. Its multiplicity is 2. The total charge is 0. The calculation puts the molecular weight at 725.0 g mol⁻¹. The value obtained for the orbital gap (alpha / beta) is 6.836 / 6.849 eV. Its LUMO energy (alpha / beta) is -0.027 / -0.028 Ha. Its energy above the lowest of the compared OMol25 structures with the same formula, charge and spin is 0.0 kJ/mol. The total energy comes out at -4688.3925 a.u.


Among the records above, which one has the lowest molecular weight?
C31H41ClCuN8OSi3


molecular weight of number 1 (C31H41CaGeIN5PSe3)?
991.2 g mol⁻¹